Below is an isolated molecule of CHNO3S in a non-equilibrium geometry, with properties calculated with the ωB97M-V functional and the def2-TZVPD basis.

Computed properties:
HOMO level   -11.35 eV
HOMO-LUMO gap   11.5 eV

XYZ file:
```
7
Properties=species:S:1:pos:R:3:mulliken_charge:R:1
S -3.62 -0.01 -0.16 1.236
O -3.90 -1.28 0.40 -0.470
O -4.06 1.12 0.53 -0.463
O -2.83 0.15 -1.29 -0.439
N -1.62 -0.01 0.37 -0.345
C -0.66 -0.17 1.04 0.074
H 0.20 -0.49 1.51 0.407
```



Below is a cluster of 7 separate species, C8H22Cl2N6O12 in total in a non-equilibrium geometry, with properties calculated with the ωB97M-V functional and the def2-TZVPD basis.

Computed properties:
2S+1   2
HOMO level (alpha / beta)   -0.42 / -4.34 eV
HOMO-LUMO gap (alpha / beta)   2.1 / 6.0 eV
Net charge   -1
Expectation value of S²   0.75

XYZ file:
```
50
Properties=species:S:1:pos:R:3:mulliken_spin:R:1
Cl 18.68 19.40 -12.59 0.002
Cl 16.83 18.20 -9.74 0.005
O 17.20 23.94 -7.25 0.241
O 18.84 22.92 -16.44 0.000
O 19.70 17.95 -6.38 0.005
O 22.78 17.86 -13.45 0.000
O 15.51 14.83 -5.64 0.000
O 17.83 22.39 -14.61 0.002
O 21.62 17.87 -5.59 0.006
O 20.14 23.32 -11.80 0.036
O 21.94 17.80 -11.50 -0.001
O 17.49 22.34 -8.71 0.186
O 15.56 14.50 -7.74 0.000
O 21.26 25.09 -11.57 0.030
N 15.69 15.26 -6.80 0.000
N 17.87 23.36 -8.15 0.439
N 18.52 22.08 -15.59 0.002
N 20.51 24.38 -12.22 -0.003
N 21.88 17.55 -12.68 0.001
N 20.42 17.96 -5.42 0.003
C 20.08 24.86 -13.59 0.004
C 18.48 18.88 -9.84 -0.003
C 16.05 16.65 -7.00 0.001
C 20.71 16.84 -13.20 0.000
C 18.63 20.02 -10.90 -0.021
C 19.09 20.69 -15.79 0.001
C 19.09 24.11 -8.64 -0.026
C 19.81 18.24 -4.10 0.013
H 20.15 25.93 -13.75 -0.002
H 20.55 24.23 -14.35 0.001
H 18.32 20.03 -15.38 0.000
H 20.42 17.43 -14.06 0.000
H 19.24 25.06 -8.13 -0.011
H 15.61 17.27 -6.21 0.000
H 17.12 16.82 -7.13 0.000
H 18.93 24.30 -9.70 0.039
H 19.89 16.73 -12.49 0.000
H 19.07 17.98 -9.96 0.000
H 20.02 20.65 -15.21 0.000
H 19.01 24.66 -13.60 0.002
H 15.53 17.02 -7.88 0.000
H 21.03 15.87 -13.58 0.000
H 18.77 19.14 -8.83 0.015
H 19.37 20.74 -10.54 0.012
H 19.94 19.30 -3.92 -0.005
H 18.79 17.87 -4.26 0.002
H 19.90 23.40 -8.47 0.016
H 17.76 20.67 -10.92 0.011
H 20.31 17.58 -3.40 -0.002
H 19.30 20.40 -16.82 0.000
```



Below is a structure of composition C15H18N7OS2Y, with properties calculated with the ωB97M-V functional and the def2-TZVPD basis.

Computed properties:
2S+1   2
HOMO level (alpha / beta)   -7.51 / -11.05 eV
HOMO-LUMO gap (alpha / beta)   5.1 / 8.6 eV
Net charge   +1
Expectation value of S²   0.77

XYZ file:
```
44
Properties=species:S:1:pos:R:3:mulliken_spin:R:1
Y -0.27 0.37 -0.63 0.045
S -0.43 -2.16 -1.76 -0.004
S 0.97 1.70 -2.68 -0.004
O -1.82 1.19 -1.87 0.012
N 0.43 -4.14 -0.10 0.008
N 0.19 2.41 0.71 0.003
N 1.91 -1.02 0.07 0.003
N 1.50 -2.35 0.19 -0.007
N -0.57 -0.50 1.47 0.238
N -1.69 1.82 -3.05 0.002
N 1.32 -4.41 0.89 0.002
C -0.46 2.11 -3.54 0.000
C -1.58 3.08 -5.46 0.000
C 0.08 3.39 1.29 0.004
C 0.41 -1.00 3.65 -0.092
C -1.37 -1.61 1.68 0.152
C -0.43 2.76 -4.78 0.000
C -1.30 -2.42 2.77 -0.064
C 0.31 -0.22 2.51 0.280
C -2.84 2.12 -3.69 -0.001
C -0.05 4.64 2.02 0.000
C -2.82 2.75 -4.90 0.000
C 0.49 -2.89 -0.55 0.004
C 1.97 -3.31 1.07 -0.008
C -0.37 -2.14 3.80 0.386
C 3.04 -3.06 2.06 0.010
H -3.74 1.81 -3.17 0.000
H -0.21 -4.84 -0.42 0.000
H 0.78 4.75 2.70 0.000
H 3.25 -4.00 2.58 -0.004
H -3.75 2.98 -5.40 0.000
H 2.80 -0.98 -0.43 0.001
H -1.53 3.58 -6.41 0.000
H -0.98 4.63 2.58 0.000
H -2.10 -1.82 0.90 0.008
H 1.10 -0.68 4.42 -0.012
H 3.95 -2.71 1.59 0.000
H 0.54 3.00 -5.19 0.000
H -1.98 -3.26 2.84 -0.001
H -0.31 -2.75 4.69 0.034
H -0.06 5.47 1.32 0.000
H 2.03 -0.66 1.02 -0.010
H 2.70 -2.33 2.79 0.009
H 0.87 0.71 2.44 0.007
```



Below is a structure of composition C8H10O5Pd in a non-equilibrium geometry, with properties calculated with the ωB97M-V functional and the def2-TZVPD basis.

Computed properties:
2S+1   3
HOMO level (alpha / beta)   -17.27 / -19.29 eV
HOMO-LUMO gap (alpha / beta)   9.4 / 6.7 eV
Net charge   +2
Expectation value of S²   2.01

XYZ file:
```
24
Properties=species:S:1:pos:R:3:mulliken_spin:R:1
Pd 0.62 0.60 -0.19 0.671
O 3.76 0.59 -0.70 -0.005
O 0.62 0.26 2.92 0.010
O -0.55 -0.31 -2.95 0.014
O -1.49 -1.43 0.40 0.676
O -1.98 2.41 0.13 0.013
C -0.98 -2.70 -0.02 -0.005
C 0.47 -2.88 0.39 0.116
C 0.01 -0.19 -1.97 0.087
C -1.05 1.75 0.01 0.045
C -2.23 -1.26 1.60 0.008
C -3.67 -1.74 1.43 0.145
C 0.82 0.18 1.81 0.090
C 2.62 0.45 -0.50 0.093
H -1.73 -1.84 2.38 0.025
H -2.18 -0.19 1.84 0.003
H 0.57 -2.74 1.48 -0.002
H -4.16 -1.63 2.40 -0.001
H -4.22 -1.11 0.72 -0.004
H -3.75 -2.80 1.16 0.000
H -1.61 -3.44 0.45 0.012
H -1.13 -2.76 -1.09 0.016
H 0.82 -3.88 0.10 -0.005
H 1.06 -2.10 -0.13 -0.001
```



Below is a structure of composition C4H9NO2 in a non-equilibrium geometry, with properties calculated with the ωB97M-V functional and the def2-TZVPD basis.

Computed properties:
HOMO level (alpha / beta)   -7.00 / -6.67 eV
HOMO-LUMO gap (alpha / beta)   7.6 / 7.3 eV

XYZ file:
```
16
Properties=species:S:1:pos:R:3:mulliken_charge:R:1
O 3.25 0.97 0.14 -0.320
O 2.07 0.59 -0.53 -0.196
N 0.90 0.49 0.22 -0.081
C 0.43 -1.85 -0.29 -1.132
C 0.13 -0.53 0.24 0.351
C -1.74 -0.10 -0.14 -0.396
C -2.00 1.37 0.09 -0.979
H 1.43 -2.31 -0.49 0.316
H -0.02 -2.58 0.39 0.346
H -2.04 1.67 1.05 0.330
H 3.57 0.10 0.42 0.345
H -2.79 1.71 -0.41 0.430
H 0.53 1.40 0.42 0.278
H -1.01 1.86 -0.25 0.132
H -2.54 -0.86 0.30 0.183
H -0.17 -1.92 -1.15 0.393
```



| no. | E_tot (eV) |
| --- | --- |
| 1 | -19517.49592 |
| 2 | -67190.37888 |
| 3 | -51034.57088 |
| 4 | -22154.33172 |
| 5 | -9869.34034 |